Record 1
A 2-piece molecular cluster, C12H17N overall. Source: the Open Molecules 2025 dataset; level of theory: ωB97M-V with the def2-TZVPD basis set.

## Properties
Energy relative to the best compared isomer or geometry (same formula, charge and spin) in kJ/mol: 177.71
<S²>: 0.765
E_HOMO (spin up / spin down) in eV: 0.8 / -3.0

ORCA input file:
```
! RIJCOSX wB97M-V def2-TZVPD def2/J DEFGRID3
* xyz -1 2
C 2.05074 -1.82181 -0.80666
C -1.44039 -1.50757 0.49160
C -0.43170 -1.53114 -0.54863
C 0.81576 -1.98943 -0.00713
C 0.53847 -2.34376 1.30115
C -2.65995 -0.85329 0.21922
C -2.86462 -0.52882 -1.12831
C -0.64061 -1.05257 -1.81898
C -1.96493 -0.68986 -2.19772
N -0.79592 -1.97052 1.61514
H -1.13490 -2.56176 2.35376
H -3.33241 -0.52440 1.05725
H 1.13777 -2.71955 2.15995
H -3.73607 0.10662 -1.36178
H 0.26099 -0.87069 -2.43683
H 2.43115 -2.84321 -0.87097
H 2.83385 -1.31153 -0.26783
H -2.25797 -0.47744 -3.19374
H 2.03664 -1.23221 -1.75822
C 0.68849 2.34950 1.39750
C 1.66880 1.52936 0.40483
C 0.15219 3.39457 0.44638
H -0.17792 1.75156 1.67887
H 1.25911 2.72599 2.28589
H 1.05830 0.78748 -0.31794
H 0.87853 4.13125 0.20668
H 2.39706 0.94105 1.03741
H 2.17486 2.17035 -0.40736
H -0.23344 3.04643 -0.49502
H -0.71183 3.89539 0.96152
*
```

***

Record 2
A 11-piece molecular cluster, C33H68F17N2O16P2S overall. Source: the Open Molecules 2025 dataset; level of theory: ωB97M-V with the def2-TZVPD basis set.

## Properties
E_HOMO in eV: -5.2

ORCA input file:
```
! RIJCOSX wB97M-V def2-TZVPD def2/J DEFGRID3
* xyz -1 1
C 4.04760 -4.06823 4.00721
C 3.34343 -3.30597 2.99659
C 3.71781 -1.75661 2.89524
C 2.64248 -0.86208 2.03575
C 2.22353 -1.71914 0.70593
C 3.47769 -2.18509 -0.16414
O 3.87819 -1.58593 -1.20283
O 3.56979 0.10317 1.42374
P 3.52738 1.55611 2.42468
S 3.48617 3.36551 3.67440
N 5.33768 1.54787 2.20223
C 5.93190 2.00788 3.26270
O 6.53297 2.05522 4.36584
C 3.19251 2.44419 0.77102
C 4.45059 3.40336 0.35236
C 1.88198 3.37545 0.72509
C 0.96175 2.84388 -0.49317
C -0.33900 3.75375 -0.74417
O 1.87604 1.26808 2.90014
C 1.43542 -0.13369 2.86424
C -0.05455 -0.15058 2.26281
C -0.86267 1.22815 2.43864
C -2.34168 1.18326 1.75381
F -2.93458 -0.08137 2.05786
F -2.07933 1.35965 0.33930
C -3.16375 2.40249 2.39930
F -3.42488 2.13730 3.79427
F -2.22206 3.50304 2.44537
C -4.41212 2.95014 1.58571
F -5.04351 3.95484 2.40760
F -3.88420 3.69189 0.46574
C -5.45810 1.91317 0.98577
F -4.90862 0.96682 0.05372
F -6.33657 2.72214 0.16233
C -6.43374 1.18296 2.02496
F -7.32610 2.21636 2.50305
F -5.81245 0.65967 3.18425
C -7.38852 0.05250 1.41028
F -8.52486 -0.02463 2.30423
F -7.94736 0.37331 0.13869
C -6.78295 -1.42503 1.31135
F -5.37648 -1.52788 1.40926
F -7.11630 -1.93321 -0.00183
C -7.40606 -2.49681 2.34372
F -8.75734 -2.85871 2.02577
F -7.23032 -2.15659 3.70308
F -6.66253 -3.71591 2.15380
P 1.11005 -0.77558 4.65845
N 0.81519 -2.36965 4.68220
O -0.29548 -0.04046 5.35191
O 2.40412 -0.37961 5.71166
H 4.50638 -5.08274 3.76579
H 4.12053 -3.60662 5.04865
H 2.59313 -3.87564 2.35752
H 3.97325 -1.29171 3.90811
H 4.68960 -1.70098 2.26828
H 1.59498 -1.00739 0.05884
H 1.52179 -2.58483 1.00012
H 4.03834 -3.12749 0.17592
H 3.83960 0.89657 3.67300
H 3.20731 4.47720 2.89307
H 3.11205 1.65250 -0.05268
H 4.14718 4.16362 -0.46991
H 4.84695 4.02255 1.22720
H 5.32065 2.79565 -0.10024
H 2.21340 4.44491 0.41179
H 1.32601 3.49975 1.71473
H 0.62048 1.77155 -0.22472
H 1.55320 2.73366 -1.48348
H -0.97935 3.26770 -1.57009
H -0.98512 3.69059 0.21659
H -0.10649 4.85754 -0.93443
H -0.63355 -0.96628 2.85149
H -0.13598 -0.44782 1.16320
H -0.88429 1.64307 3.50075
H -0.28786 2.01360 1.80777
H -0.13216 -2.53646 5.06180
H -1.07177 -0.55960 5.02042
H 2.42530 -1.09421 6.40224
C -5.49057 1.46762 -3.45708
O -5.46904 2.61171 -2.61627
H -5.79889 1.77056 -4.45827
H -4.49036 1.02767 -3.50353
H -6.20236 0.73777 -3.06482
H -5.19432 2.31433 -1.74121
C 1.92781 -0.28278 -4.49962
O 1.98189 -1.47910 -3.74035
H 1.28300 -0.44280 -5.36511
H 1.51735 0.52406 -3.88698
H 2.93258 -0.01881 -4.84131
H 2.55877 -1.30955 -2.98182
C 5.26386 -0.66991 -7.52354
O 5.30864 0.47431 -6.68192
H 4.95110 -0.36111 -8.52169
H 6.25575 -1.12428 -7.57996
H 4.54523 -1.39069 -7.12614
H 5.58739 0.17304 -5.80622
C 3.19567 -6.26115 0.12799
O 4.42101 -5.70518 0.57751
H 2.39852 -5.53440 0.29045
H 3.26387 -6.49031 -0.93878
H 2.97528 -7.17134 0.69164
H 5.10808 -6.36710 0.42273
C 7.71257 -8.57982 -0.16567
O 6.38608 -8.15047 -0.43641
H 7.69192 -9.28126 0.66867
H 8.12534 -9.07770 -1.04656
H 8.33125 -7.71939 0.10079
H 6.43265 -7.53178 -1.17772
C -11.71126 -1.93352 3.47261
O -13.03969 -1.51808 3.19210
H -11.73089 -2.64180 4.30139
H -11.28410 -2.41906 2.59187
H -11.10642 -1.06682 3.75186
H -12.99396 -0.89345 2.45690
C 2.21040 2.05397 -7.80408
O 3.43615 2.60614 -7.35399
H 1.41336 2.77924 -7.63669
H 2.27884 1.83083 -8.87246
H 1.99277 1.14023 -7.24439
H 4.12317 1.94314 -7.51341
C -7.92316 -1.84033 -4.22402
O -7.90178 -0.69740 -3.38246
H -8.23223 -1.53521 -5.22417
H -6.92397 -2.28076 -4.27290
H -8.63460 -2.57252 -3.83340
H -7.62568 -0.99507 -2.50517
C 0.15436 4.43509 4.83049
O 0.88143 5.20375 3.88526
H 0.32228 3.37687 4.62614
H 0.50207 4.66768 5.84032
H -0.91332 4.65626 4.74278
H 0.71758 6.13421 4.08649
C 6.79269 3.78438 -7.22510
O 7.34760 2.57162 -6.74070
H 7.59305 4.39405 -7.64657
H 6.05540 3.56812 -8.00255
H 6.31943 4.32752 -6.40336
H 6.61875 2.05086 -6.37320
*
```

***

Record 3
C28H31CeN5O3Te as an isolated structure. Source: the Open Molecules 2025 dataset; level of theory: ωB97M-V with the def2-TZVPD basis set.

## Properties
Energy relative to the best compared isomer or geometry (same formula, charge and spin) in kJ/mol: 0.00
<S²>: 0.758
E_HOMO (spin up / spin down) in eV: -4.6 / -4.6

ORCA input file:
```
! RIJCOSX wB97M-V def2-TZVPD def2/J DEFGRID3
* xyz -1 2
Ce -0.55787 -0.11896 0.84139
C -4.19014 -1.03869 1.60164
O -3.29823 -0.37967 0.70277
C -2.79573 0.85570 0.98367
C -3.40667 1.45146 2.20879
H -3.70711 -1.21419 2.56376
H -4.43179 -1.99370 1.14206
H -5.11256 -0.47368 1.74168
H -4.49582 1.52101 2.12654
H -3.00954 2.45342 2.35645
H -3.17585 0.85109 3.09648
O -1.32996 -3.32783 -2.17580
C -1.02874 -2.29056 -1.68588
N -0.73149 -1.22844 -1.22318
N 0.67335 1.83061 1.76610
C 1.25097 2.39456 2.60582
C 1.93434 3.08857 3.57801
C 2.77392 4.16710 3.21973
N 3.46027 5.05491 2.95001
C 1.79513 2.77709 4.94883
N 1.69642 2.56161 6.07830
C -0.16320 -3.48708 3.02712
C -0.06797 -2.11566 2.36971
O -1.05844 -1.27862 2.66704
N 0.88520 -1.76431 1.58995
Te 2.30689 -3.29363 0.47664
C 3.89931 -4.72041 -0.35598
C 5.19033 -4.33935 -0.74552
C 5.62609 -2.89663 -0.67204
C 6.09736 -5.27520 -1.24214
C 5.75596 -6.61033 -1.38768
C 6.74289 -7.62225 -1.91089
C 4.46396 -6.98725 -1.04096
C 3.54906 -6.06889 -0.53896
C 2.15336 -6.55271 -0.21771
C 3.70224 -2.48608 1.88519
C 4.24501 -3.28273 2.89869
C 4.05999 -4.77969 2.95459
C 5.00635 -2.69001 3.90731
C 5.24805 -1.32810 3.93641
C 6.01490 -0.68599 5.06231
C 4.73216 -0.55243 2.90496
C 3.96865 -1.10363 1.88525
C 3.45046 -0.17975 0.81592
H -0.93206 -3.45246 3.79885
H 0.79969 -3.74699 3.46295
H -0.43193 -4.23871 2.28471
H 4.77430 -2.25496 -0.88990
H 6.41968 -2.68875 -1.39197
H 5.98846 -2.63807 0.32600
H 7.09153 -4.94865 -1.53557
H 7.68583 -7.14191 -2.17344
H 6.35744 -8.12419 -2.80115
H 6.94802 -8.39083 -1.16240
H 4.16233 -8.02362 -1.17049
H 2.05628 -7.62051 -0.41942
H 1.41346 -6.01895 -0.81791
H 1.90814 -6.36915 0.83067
H 3.16159 -5.07177 2.41380
H 3.99022 -5.11848 3.98964
H 4.90540 -5.28754 2.48404
H 5.40646 -3.31891 4.69694
H 6.40918 -1.43599 5.74777
H 5.36212 -0.01443 5.62348
H 6.84914 -0.09424 4.68117
H 4.92501 0.51622 2.90455
H 3.81984 0.83492 0.96876
H 2.36133 -0.17127 0.84401
H 3.74857 -0.51849 -0.17562
*
```

***

Record 4
C9H23ClIOP2Sc as an isolated structure. Source: the Open Molecules 2025 dataset; level of theory: ωB97M-V with the def2-TZVPD basis set.

## Properties
E_HOMO in eV: -15.6

ORCA input file:
```
! RIJCOSX wB97M-V def2-TZVPD def2/J DEFGRID3
* xyz 2 1
C 2.91207 -0.19670 -4.60328
I 2.27507 0.11062 -2.56377
H 2.20466 -0.88358 -5.08043
H 3.92384 -0.62664 -4.58776
H 2.91548 0.77734 -5.11187
Sc -0.44772 -0.07048 0.34495
P 0.77183 -2.07882 0.97685
C 2.41424 -1.90926 1.60936
C -0.19763 -2.91152 2.22839
H 0.26124 -3.88691 2.40708
H 1.23138 -4.12717 -0.08693
H -1.24005 -3.04484 1.88280
H -0.17527 -3.30599 -0.85543
H 2.43490 -1.28526 2.51602
H -0.22480 -2.33375 3.15963
C 0.83598 -3.16351 -0.42833
H 2.77934 -2.91908 1.84858
H 1.48425 -2.74535 -1.21687
H 3.07844 -1.44687 0.86001
P -1.58846 1.97777 -0.32471
C -0.75604 3.52913 -0.14569
C -2.07642 1.82693 -2.03257
H -3.67866 1.13770 0.54008
H -3.69783 2.91192 0.22583
H -2.89170 2.25511 1.69044
C -3.10556 2.08172 0.62505
H -2.61450 0.87403 -2.20011
H -2.73540 2.66969 -2.27533
H -1.43624 4.32145 -0.48536
H 0.16792 3.55190 -0.74975
H -1.19307 1.84062 -2.69296
H -0.47421 3.71151 0.90629
C 1.22930 1.08091 0.84716
O 2.18390 1.73675 1.16787
Cl 0.11910 0.19190 3.71139
C -1.14589 0.10575 2.48865
H -1.79419 -0.76208 2.69329
H -1.74929 1.00507 2.71143
*
```

***

Record 5
One molecule with the formula C3H5NO2. Source: the Open Molecules 2025 dataset; level of theory: ωB97M-V with the def2-TZVPD basis set.

## Properties
Energy relative to the best compared isomer or geometry (same formula, charge and spin) in kJ/mol: 2.81
E_HOMO in eV: -10.2

ORCA input file:
```
! RIJCOSX wB97M-V def2-TZVPD def2/J DEFGRID3
* xyz 0 1
C -1.72326 0.07484 -0.02542
C -0.29542 0.54438 0.12582
O 0.00730 1.71328 0.20783
N 0.66996 -0.46146 0.03178
C 2.03321 -0.19542 0.00391
O 2.86722 -1.06691 -0.05572
H -1.85730 -0.04246 -1.10098
H -2.40031 0.85665 0.31977
H -1.95553 -0.86720 0.48280
H 0.40612 -1.43667 -0.02650
H 2.24800 0.88097 0.03671
*
```

***

Maximum force? In order: 3.14; 6.87; 2.88; 11.69; 0.47 eV/Å.
DFT total energy? In order: -14207.1921; -146662.7223; -63354.3396; -71637.7157; -8777.6655 eV.